(1)
Computed, not measured: a structure of composition C2H3CoO, with ωB97M-V/def2-TZVPD.

For the total energy, the calculation gives -41785.4472 eV. As for the multiplicity: 4. As for the expectation value of S²: 3.76. For the molar mass, the calculation gives 101.978 g mol⁻¹. As for the net charge: +1. The calculation puts the energy above the lowest of the compared OMol25 structures with the same formula, charge and spin at 0.00 kJ/mol.

Each line ends with the Mulliken spin population.
Positions of all 7 atoms, in Å:
1 O -0.498 -0.717 0.366  0.00
2 C -0.511 0.095 -0.487  -0.02
3 C -0.297 1.087 -1.295  0.03
4 H -0.696 2.070 -1.039  0.00
5 H 1.624 -1.660 2.673  0.13
6 H 0.394 0.949 -2.128  0.00
7 Co -0.016 -1.823 1.909  2.85

(2)
Computed, not measured: a cluster of 7 separate species, C24H39Br2O16 in total, with ωB97M-V/def2-TZVPD.

For the total energy, the calculation gives -198364.9321 eV. As for the multiplicity: 1. For the molar mass, the calculation gives 743.368 g mol⁻¹. As for the net charge: -1. The calculation puts the energy above the lowest of the compared OMol25 structures with the same formula, charge and spin at 198.75 kJ/mol.

Each line ends with the Mulliken charge.
Positions of all 81 atoms, in Å:
1 C 6.787 -11.299 -34.017  0.50
2 C 5.252 -11.468 -33.939  1.39
3 O 4.735 -12.458 -34.788  -0.91
4 H 7.415 -12.039 -33.521  -0.01
5 H 7.031 -10.344 -33.553  -0.08
6 H 7.167 -11.169 -35.031  -0.49
7 H 4.842 -10.514 -34.271  -0.54
8 H 4.980 -11.653 -32.900  -0.74
9 Br 7.236 -12.137 -39.574  -0.19
10 C 6.407 -11.728 -37.845  -0.57
11 C 5.262 -10.742 -38.093  -0.25
12 Br 6.118 -9.023 -38.747  -0.19
13 H 7.102 -11.282 -37.134  0.23
14 H 6.082 -12.670 -37.404  0.35
15 H 4.769 -10.549 -37.140  0.09
16 H 4.508 -11.169 -38.754  0.51
17 C 1.136 -13.149 -29.243  -1.30
18 C 2.700 -13.469 -29.489  0.44
19 C 3.602 -12.342 -29.937  -0.42
20 O 4.631 -12.376 -28.948  -0.16
21 C 4.433 -13.281 -28.047  0.57
22 O 5.341 -13.593 -27.212  -0.63
23 O 3.313 -13.989 -28.314  -0.38
24 H 0.609 -13.212 -30.194  0.35
25 H 0.993 -12.127 -28.892  0.36
26 H 0.673 -13.808 -28.508  0.35
27 H 2.891 -14.130 -30.334  0.32
28 H 3.079 -11.389 -30.022  0.30
29 H 4.186 -12.557 -30.832  0.12
30 C 2.973 -8.380 -35.798  -1.64
31 C 4.333 -7.863 -35.462  1.41
32 C 4.853 -6.693 -36.269  -0.35
33 O 4.963 -5.604 -35.346  -0.36
34 C 4.569 -5.997 -34.174  0.67
35 O 4.489 -5.310 -33.179  -0.64
36 O 4.284 -7.279 -34.196  -0.38
37 H 2.757 -9.154 -35.061  0.34
38 H 2.727 -8.843 -36.753  0.33
39 H 2.251 -7.581 -35.629  0.48
40 H 5.029 -8.689 -35.609  -0.33
41 H 4.100 -6.439 -37.015  0.24
42 H 5.805 -6.900 -36.757  0.24
43 C 9.295 -5.187 -31.773  -1.63
44 C 8.464 -6.483 -31.689  0.60
45 C 8.090 -7.115 -33.019  -0.24
46 O 8.912 -8.225 -33.227  -0.28
47 C 9.505 -8.532 -32.059  0.67
48 O 10.289 -9.502 -31.989  -0.64
49 O 9.311 -7.540 -31.145  -0.37
50 H 8.769 -4.372 -32.270  0.41
51 H 10.154 -5.326 -32.429  0.40
52 H 9.608 -4.891 -30.772  0.37
53 H 7.575 -6.296 -31.087  0.30
54 H 8.292 -6.485 -33.885  0.27
55 H 7.050 -7.440 -33.050  0.13
56 C 8.675 -12.171 -28.174  -1.56
57 C 8.604 -10.897 -29.022  0.51
58 C 7.362 -10.713 -29.964  0.60
59 O 6.896 -9.423 -29.530  -0.34
60 C 7.745 -8.858 -28.600  0.67
61 O 7.531 -7.766 -28.056  -0.65
62 O 8.669 -9.729 -28.246  -0.38
63 H 8.904 -12.952 -28.898  0.41
64 H 7.800 -12.406 -27.568  0.33
65 H 9.556 -12.223 -27.533  0.39
66 H 9.496 -10.899 -29.649  0.19
67 H 6.624 -11.501 -29.815  0.00
68 H 7.774 -10.741 -30.973  -0.18
69 C 9.728 -13.328 -36.639  -1.17
70 C 8.989 -14.512 -36.086  0.44
71 C 9.162 -14.727 -34.584  -0.24
72 O 7.934 -15.414 -34.404  -0.43
73 C 6.982 -15.069 -35.272  0.73
74 O 5.837 -15.295 -35.210  -0.47
75 O 7.617 -14.410 -36.233  -0.24
76 H 9.289 -13.145 -37.620  0.16
77 H 10.806 -13.453 -36.746  0.42
78 H 9.640 -12.413 -36.053  0.23
79 H 9.340 -15.440 -36.538  0.26
80 H 8.917 -13.843 -33.995  0.08
81 H 9.975 -15.360 -34.227  0.26

(3)
Computed, not measured: a cluster of 5 separate species, C6H8BBrCl12O4 in total, with ωB97M-V/def2-TZVPD.

For the total energy, the calculation gives -235530.8034 eV. As for the multiplicity: 1. For the molar mass, the calculation gives 660.278 g mol⁻¹. As for the SMILES: CB(O)OC(=O)OBr.ClC(Cl)Cl.ClC(Cl)Cl.ClC(Cl)Cl.ClC(Cl)Cl. As for the net charge: 0. The calculation puts the energy above the lowest of the compared OMol25 structures with the same formula, charge and spin at 0.00 kJ/mol.

Each line ends with the Mulliken charge.
Positions of all 32 atoms, in Å:
1 C -0.999 -2.435 -2.384  -0.65
2 B 0.199 -1.945 -1.510  0.38
3 O 0.751 -2.700 -0.512  -0.48
4 O 0.787 -0.678 -1.697  -0.23
5 C 0.968 0.073 -0.592  0.66
6 O 0.229 0.927 -0.230  -0.46
7 O 2.187 -0.208 -0.041  -0.34
8 Br 2.149 -0.323 1.781  0.20
9 H -0.682 -3.302 -2.970  0.32
10 H -1.384 -1.650 -3.031  0.13
11 H -1.799 -2.763 -1.712  0.24
12 H 0.130 -3.263 -0.045  0.30
13 Cl 0.390 1.778 6.987  -0.14
14 C 0.982 1.688 5.332  0.34
15 Cl 1.349 0.012 4.891  -0.14
16 Cl -0.156 2.395 4.196  -0.08
17 H 1.906 2.247 5.272  -0.03
18 Cl 2.016 -0.682 -5.198  -0.14
19 C 1.046 0.766 -4.930  0.20
20 Cl 1.314 1.951 -6.207  -0.14
21 Cl -0.662 0.359 -4.791  -0.13
22 H 1.356 1.205 -3.990  0.16
23 Cl -4.474 -4.463 -0.325  -0.13
24 C -5.490 -3.642 -1.514  0.02
25 Cl -6.431 -2.360 -0.758  -0.11
26 Cl -4.514 -3.016 -2.840  -0.09
27 H -6.180 -4.371 -1.919  0.30
28 Cl 2.560 4.953 5.424  -0.11
29 C 3.090 4.943 3.737  -0.02
30 Cl 3.528 3.313 3.220  -0.07
31 Cl 1.859 5.629 2.686  -0.10
32 H 3.976 5.560 3.671  0.34

(4)
Computed, not measured: a structure of composition C5H13N3, with ωB97M-V/def2-TZVPD.

For the total energy, the calculation gives -9843.5497 eV. As for the multiplicity: 1. For the molar mass, the calculation gives 115.180 g mol⁻¹. As for the net charge: +2. The calculation puts the energy above the lowest of the compared OMol25 structures with the same formula, charge and spin at 468.36 kJ/mol.

Each line ends with the Mulliken charge.
Positions of all 21 atoms, in Å:
1 C -1.735 0.630 1.279  -0.03
2 C -0.375 -0.660 -0.037  0.21
3 C -2.186 0.391 -1.123  -0.63
4 C 1.448 1.443 0.168  -0.80
5 C 2.341 -0.867 0.043  -0.99
6 N -0.351 -1.906 -0.029  -0.11
7 N -1.500 0.092 0.107  0.14
8 N 1.307 0.039 0.427  0.02
9 H -2.632 1.250 1.501  0.31
10 H -0.983 0.478 2.092  0.34
11 H -1.603 1.135 -1.708  0.36
12 H -3.170 0.836 -1.066  0.37
13 H -2.256 -0.594 -1.708  0.24
14 H 1.998 2.047 0.908  0.36
15 H 0.411 1.988 0.225  0.23
16 H 1.924 1.892 -0.807  0.36
17 H 2.917 -1.017 1.007  0.35
18 H 2.887 -0.313 -0.647  0.31
19 H 2.146 -1.908 -0.333  0.46
20 H -1.176 -2.559 -0.286  0.35
21 H 0.587 -2.396 -0.012  0.15

(5)
Computed, not measured: an isolated molecule of C25H40N6S, with ωB97M-V/def2-TZVPD.

For the total energy, the calculation gives -46351.1548 eV. As for the multiplicity: 1. For the molar mass, the calculation gives 456.704 g mol⁻¹. As for the SMILES: CCCCN(CC)CCCNC(=S)Nc1ccc2nc(N3CCN(C)CC3)cc(C)c2c1. As for the net charge: 0. The calculation puts the energy above the lowest of the compared OMol25 structures with the same formula, charge and spin at 3.89 kJ/mol.

Each line ends with the Mulliken charge.
Positions of all 72 atoms, in Å:
1 C 3.064 4.273 0.256  -0.42
2 C 2.013 5.361 0.062  -0.79
3 C 0.803 5.200 0.981  -0.12
4 C 0.039 3.889 0.737  -0.05
5 N -1.211 3.736 1.458  0.55
6 C -2.252 4.655 1.036  -0.59
7 C -3.646 4.096 1.306  -1.42
8 C -1.071 3.624 2.901  -0.85
9 C -1.609 2.283 3.419  -1.16
10 C -0.706 1.111 3.030  -0.46
11 N 0.583 1.212 3.689  -0.09
12 C 1.758 1.528 3.099  -0.34
13 S 2.881 2.447 3.902  -0.33
14 N 2.036 1.110 1.839  -0.21
15 C 1.509 0.032 1.112  -0.05
16 C 0.996 -1.107 1.761  0.04
17 C 0.517 -2.156 1.031  -0.94
18 C 0.533 -2.128 -0.380  -1.27
19 N 0.036 -3.186 -1.040  -0.31
20 C 0.052 -3.198 -2.359  0.89
21 N -0.394 -4.335 -2.969  0.00
22 C -0.892 -4.383 -4.322  -1.07
23 C -2.411 -4.185 -4.330  -0.58
24 N -3.035 -5.224 -3.534  -0.12
25 C -4.478 -5.159 -3.593  -1.11
26 C -2.544 -5.172 -2.167  -0.66
27 C -1.026 -5.355 -2.159  -0.93
28 C 0.589 -2.107 -3.102  -0.19
29 C 1.094 -1.014 -2.461  0.70
30 C 1.661 0.136 -3.236  -1.93
31 C 1.075 -0.990 -1.036  0.69
32 C 1.558 0.076 -0.264  -0.16
33 H 3.979 4.533 -0.271  0.45
34 H 2.708 3.323 -0.135  -0.27
35 H 3.298 4.155 1.312  0.17
36 H 1.681 5.365 -0.980  0.34
37 H 2.469 6.333 0.265  0.35
38 H 1.140 5.238 2.019  0.25
39 H 0.125 6.042 0.818  0.32
40 H 0.675 3.046 1.013  -0.73
41 H -0.188 3.799 -0.330  0.51
42 H -2.163 5.640 1.527  0.37
43 H -2.141 4.807 -0.040  0.44
44 H -3.739 3.105 0.868  0.33
45 H -4.394 4.747 0.861  0.46
46 H -3.842 4.030 2.372  0.28
47 H -0.019 3.708 3.187  0.32
48 H -1.607 4.439 3.404  0.41
49 H -1.695 2.328 4.508  0.39
50 H -2.599 2.102 3.003  0.42
51 H -0.566 1.113 1.950  0.25
52 H -1.180 0.166 3.319  0.37
53 H 0.529 1.554 4.641  0.31
54 H 2.864 1.544 1.451  0.40
55 H 1.009 -1.148 2.839  0.61
56 H 0.128 -3.039 1.513  0.49
57 H -0.414 -3.635 -4.951  0.40
58 H -0.665 -5.375 -4.727  0.40
59 H -2.787 -4.258 -5.354  0.54
60 H -2.645 -3.175 -3.943  0.30
61 H -4.895 -5.988 -3.024  0.34
62 H -4.797 -5.253 -4.631  0.34
63 H -4.880 -4.217 -3.186  0.39
64 H -3.016 -5.976 -1.599  0.50
65 H -2.790 -4.209 -1.682  0.37
66 H -0.639 -5.275 -1.145  0.48
67 H -0.776 -6.330 -2.586  0.34
68 H 0.615 -2.142 -4.180  0.16
69 H 1.114 1.051 -3.012  0.36
70 H 2.706 0.292 -2.973  0.39
71 H 1.597 -0.054 -4.304  0.35
72 H 1.978 0.944 -0.750  0.38

Q: Look up the net charge of the fifth one.
A: 0

Q: What is the molar mass in the third record?
A: 660.278 g mol⁻¹